[1]
Formula: C9H66B2N4O24P2S
Source: the Open Molecules 2025 dataset
Level of theory: ωB97M-V with the def2-TZVPD basis set

Values from the calculation:
- spin multiplicity = 1
- orbital gap (eV) = 6.82

```
108
Properties=species:S:1:pos:R:3:mulliken_charge:R:1
C 1.28 1.09 -4.40 -1.651
C 1.82 0.37 -3.18 -0.801
O 1.06 -0.84 -2.95 -0.335
B 1.01 -1.33 -1.71 -0.465
O 2.04 -1.15 -0.81 0.030
P -0.69 -2.10 -1.18 1.455
C -0.95 -0.39 -0.17 -0.768
C -2.35 0.18 -0.27 -0.293
C -2.70 1.14 0.89 -0.979
C -3.04 2.54 0.43 -0.888
N -1.80 3.36 0.41 -0.206
C -1.22 3.70 -0.79 0.275
N -0.43 4.69 -0.99 -0.795
N -1.49 2.80 -1.84 -0.149
B -1.02 -3.06 0.49 0.892
O -2.37 -3.13 0.86 -0.581
N 0.00 -3.54 1.35 -0.095
C 0.33 -2.56 2.39 -1.535
C 1.21 -4.06 0.70 -0.963
P -0.47 -3.99 -2.51 0.807
O -1.20 -5.24 -1.77 -0.624
O -1.29 -3.82 -3.90 -0.594
S 1.38 -4.37 -2.91 -0.461
H 0.40 0.59 -4.78 0.400
H 2.02 1.21 -5.18 0.459
H 0.98 2.10 -4.13 0.213
H 2.86 0.12 -3.32 1.128
H 1.77 1.03 -2.31 0.540
H 1.73 -0.90 0.07 0.191
H -1.82 -1.76 -1.96 -0.547
H -0.30 0.32 -0.67 -0.225
H -0.65 -0.49 0.87 0.292
H -2.44 0.71 -1.22 0.689
H -3.10 -0.61 -0.31 0.141
H -3.54 0.74 1.44 0.458
H -1.86 1.19 1.57 0.179
H -3.71 2.97 1.16 0.580
H -3.55 2.54 -0.52 0.279
H -1.94 4.22 0.93 0.294
H -0.34 5.24 -0.13 0.254
H -0.76 2.10 -1.95 -0.208
H -1.58 3.31 -2.71 0.288
H -2.61 -2.37 1.40 0.238
H -0.48 -1.86 2.58 0.729
H 0.50 -3.07 3.34 0.579
H 1.25 -2.03 2.17 0.156
H 1.85 -4.47 1.47 0.318
H 0.95 -4.88 0.05 0.344
H 1.78 -3.31 0.17 0.327
H -2.13 -5.04 -1.60 0.396
H -2.24 -3.93 -3.74 0.366
O 0.19 -1.07 5.07 -0.526
H 0.74 -0.41 5.50 0.224
H -0.56 -1.20 5.65 0.346
O -4.02 -3.34 -1.98 -0.642
H -4.29 -2.92 -1.16 0.284
H -3.70 -2.62 -2.54 0.280
O 2.01 2.31 -1.63 -0.358
H 2.75 2.64 -1.12 0.203
H 1.24 2.66 -1.17 0.024
O -5.75 -5.38 -3.17 -0.633
H -5.20 -4.81 -2.62 0.371
H -6.54 -5.51 -2.64 0.298
O 4.70 -0.38 0.46 -0.560
H 3.96 -0.47 -0.15 0.358
H 5.43 -0.08 -0.09 0.301
O -0.29 1.78 5.24 -0.616
H -0.42 1.33 4.40 0.334
H -0.74 2.63 5.15 0.281
O 4.15 1.40 -3.51 -0.626
H 4.92 1.67 -3.01 0.270
H 3.39 1.73 -3.02 0.348
O 5.37 2.75 0.68 -0.632
H 4.79 2.09 1.08 0.360
H 6.19 2.27 0.51 0.290
O -6.09 2.14 1.66 -0.613
H -6.77 2.65 2.10 0.302
H -6.32 2.20 0.72 0.314
O 4.08 2.80 3.34 -0.538
H 3.70 3.11 4.17 0.252
H 4.44 3.58 2.92 0.301
O -5.90 -4.70 -0.36 -0.609
H -6.16 -4.76 0.57 0.361
H -4.95 -4.86 -0.34 0.250
O 7.79 -0.17 -0.34 -0.616
H 7.23 -0.83 0.08 0.298
H 8.62 -0.63 -0.49 0.298
O -1.77 -3.15 5.19 -0.696
H -2.61 -3.40 4.79 0.286
H -1.16 -3.03 4.44 0.363
O -7.90 -4.03 1.49 -0.646
H -8.66 -3.74 2.00 0.297
H -8.15 -3.93 0.56 0.311
O 2.56 0.16 6.13 -0.621
H 3.41 -0.23 5.91 0.294
H 2.72 1.10 6.20 0.290
O 2.26 6.17 -0.78 -0.696
H 2.38 6.58 -1.64 0.325
H 1.40 5.73 -0.84 0.387
O 2.42 2.04 -7.63 -0.637
H 3.18 1.55 -7.93 0.311
H 2.71 2.96 -7.60 0.308
O 2.72 9.02 0.11 -0.634
H 1.89 9.25 -0.32 0.298
H 2.79 8.06 0.01 0.371
O 2.44 0.24 2.61 -0.475
H 2.22 0.23 3.55 0.237
H 3.41 0.22 2.58 0.211
```

=====

[2]
Formula: C9H6Br2O
Source: the Open Molecules 2025 dataset
Level of theory: ωB97M-V with the def2-TZVPD basis set

Values from the calculation:
- spin multiplicity = 1
- orbital gap (spin up / spin down) (eV) = 6.69 / 6.07

```
18
Properties=species:S:1:pos:R:3:nbo_charge:R:1
C -0.25 1.69 2.02 -0.194
C -1.59 1.36 1.70 -0.235
C 0.84 1.21 1.30 -0.205
C -1.92 0.60 0.59 -0.138
C 0.54 0.38 0.20 -0.055
C -0.80 0.18 -0.18 -0.222
C 1.35 -0.39 -0.76 -0.100
C -0.71 -0.31 -1.44 0.231
C 0.51 -0.66 -1.83 0.092
O 0.86 -1.05 -3.05 -0.648
Br 3.21 -0.22 -0.99 0.084
Br -0.45 -4.03 -1.38 -0.190
H -0.04 2.48 2.81 0.219
H -2.38 1.74 2.30 0.215
H 1.86 1.39 1.77 0.234
H -2.86 0.29 0.22 0.224
H -0.02 -3.73 -0.10 0.195
H 1.87 -0.91 -3.19 0.493
```

=====

[3]
Formula: C9H6ClN5S
Source: the Open Molecules 2025 dataset
Level of theory: ωB97M-V with the def2-TZVPD basis set

Values from the calculation:
- spin multiplicity = 1
- orbital gap (eV) = 7.84

```
22
Properties=species:S:1:pos:R:3:nbo_charge:R:1
Cl 2.50 -4.25 -0.78 0.023
N 1.03 -2.19 -0.51 -0.416
N -1.78 2.99 1.97 -0.504
N 0.52 3.04 1.45 -0.530
S -0.86 -0.55 0.27 0.343
C -0.63 3.57 2.00 0.282
C 2.28 -2.54 -0.67 0.175
C 0.77 -0.88 -0.23 -0.014
C -1.84 1.72 1.52 0.408
C 0.46 1.76 0.99 0.420
C 3.40 -1.60 -0.72 -0.249
C 3.15 -0.30 -0.47 -0.203
C -0.75 1.03 0.98 -0.379
C 1.78 0.11 -0.20 0.133
N -3.15 1.25 1.46 -0.806
N 1.57 1.38 0.26 -0.576
H -0.39 4.51 2.55 0.192
H 4.45 -1.91 -0.95 0.240
H 4.04 0.32 -0.38 0.230
H -3.31 0.46 0.82 0.393
H -3.96 1.80 1.77 0.422
H 2.36 1.91 0.50 0.412
```

=====

no.,E (eV)
1,-96273.09846
2,-151557.86051
3,-40238.64536